# 1
{
  "formula": "C5H10AlBrOPPtS",
  "method": "ωB97M-V/def2-TZVPD",
  "elements": ["H", "H", "S", "Br", "C", "H", "H", "Pt", "H", "C", "H", "C", "P", "H", "H", "H", "O", "C", "H", "Al", "C"],
  "positions_angstrom": [[1.87923, -2.52177, 1.21087], [-0.49132, 1.73313, -1.98055], [1.62642, 3.53341, 0.33675], [-1.56521, -0.21290, 2.41390], [-1.95628, -1.19123, 0.78490], [-1.78113, -1.18730, -1.25380], [0.39671, -2.28369, 0.16300], [-2.95473, 1.75023, -0.74826], [-2.70624, 0.17538, -0.67372], [1.96317, -0.90054, -0.15714], [2.83985, -0.45706, 0.28405], [1.37898, -1.95654, 0.45013], [0.39009, 2.20031, 1.08607], [-0.75555, 2.71732, 1.69313], [2.17006, 0.45404, -1.74201], [1.01147, 1.45188, 2.08633], [-2.31908, -2.31162, 0.86846], [-1.74089, -0.44432, -0.47020], [1.27276, -0.96819, -2.20285], [-0.15629, 0.72848, -0.76783], [1.49797, -0.30904, -1.38123]],
  "atomic_forces_ev_per_a": [[0.110, -0.042, 0.414], [-0.233, 0.268, 0.123], [0.015, -0.204, -0.092], [-0.014, 0.248, 0.363], [-0.511, -0.386, 0.172], [-0.275, -0.111, -0.510], [-0.216, -0.315, -0.243], [1.004, 0.805, -0.243], [-0.815, -1.246, -0.032], [-0.405, -0.019, 0.359], [0.334, 0.080, 0.175], [0.022, 0.208, -0.039], [0.425, 0.319, 0.105], [-0.152, 0.031, 0.041], [0.168, 0.293, -0.147], [-0.108, -0.100, 0.244], [0.202, -0.083, -0.006], [1.072, 0.314, 0.251], [-0.555, -0.301, -0.097], [-0.772, -0.130, -0.046], [0.707, 0.372, -0.792]],
  "lowdin_charge": [0.091, 0.043, 0.255, 0.757, -0.894, 0.092, 0.070, 0.468, -0.040, -0.205, 0.123, 0.126, 0.245, -0.066, 0.074, -0.069, 0.083, -0.297, 0.097, 0.217, -0.171],
  "homo_ev": -11.996,
  "lumo_energy_ev": -8.54,
  "orbital_gap_ha": 0.127,
  "spin_multiplicity": 1,
  "total_energy_ev": -107390.5792,
  "total_charge": 1,
  "largest_force_ev_per_a": 1.49
}

# 2
{
  "formula": "C5H10O",
  "method": "ωB97M-V/def2-TZVPD",
  "elements": ["C", "H", "H", "C", "H", "H", "H", "H", "C", "C", "O", "H", "H", "H", "C", "H"],
  "positions_angstrom": [[-0.49249, 0.32808, 0.97399], [2.48903, 0.64777, -0.59648], [1.49702, 0.02467, 1.51768], [-0.06546, -2.24661, -0.45427], [-2.48036, 0.24247, 0.12439], [-1.15946, -2.07737, -0.38623], [-1.83160, 1.87373, 0.31338], [0.90952, 0.78128, -1.37910], [1.46696, 1.01635, -0.46438], [0.82209, 0.41044, 0.75277], [0.54662, -2.10516, -1.48339], [-0.83208, -0.12256, 1.90762], [0.42031, -2.56112, 0.48997], [1.51839, 2.11062, -0.37166], [-1.56533, 0.84117, 0.05158], [-1.24315, 0.83623, -0.99586]],
  "atomic_forces_ev_per_a": [[0.152, 0.031, 0.021], [-0.184, 0.049, 0.040], [-0.144, 0.060, -0.101], [0.189, 0.054, -0.244], [0.157, 0.095, 0.022], [0.141, -0.023, -0.089], [0.007, -0.153, -0.068], [0.098, 0.060, 0.174], [-0.003, -0.007, -0.055], [-0.146, 0.028, 0.093], [-0.308, -0.100, 0.428], [0.083, 0.094, -0.123], [0.009, -0.016, -0.179], [-0.006, -0.206, -0.044], [-0.005, 0.002, -0.061], [-0.039, 0.030, 0.188]],
  "lowdin_charge": [-0.215, 0.073, 0.099, -0.169, 0.068, 0.082, 0.079, 0.066, -0.101, -0.198, -0.013, 0.099, 0.085, 0.081, -0.107, 0.069],
  "homo_ev": -9.372,
  "e_above_lowest_kcal_mol": 37.3,
  "lumo_energy_ev": 1.00,
  "orbital_gap_ha": 0.381,
  "spin_multiplicity": 1,
  "smiles": "C/C=C\\C.C=O",
  "total_energy_ev": -7393.1489,
  "largest_force_ev_per_a": 0.54
}

# 3
{
  "formula": "C33H75N10O9",
  "method": "ωB97M-V/def2-TZVPD",
  "elements": ["C", "H", "C", "H", "H", "H", "O", "H", "H", "O", "C", "H", "O", "H", "C", "H", "C", "C", "H", "C", "C", "H", "H", "C", "C", "H", "H", "N", "C", "H", "H", "H", "H", "H", "H", "C", "C", "N", "H", "H", "H", "C", "N", "H", "H", "H", "H", "H", "H", "C", "C", "C", "N", "N", "H", "C", "H", "C", "O", "H", "H", "H", "H", "N", "H", "N", "N", "C", "H", "C", "C", "H", "O", "H", "C", "H", "H", "H", "H", "H", "C", "H", "H", "C", "C", "H", "H", "H", "N", "H", "C", "C", "H", "H", "H", "N", "H", "H", "O", "H", "H", "H", "H", "H", "H", "H", "O", "C", "H", "C", "H", "H", "O", "H", "H", "C", "C", "C", "H", "H", "H", "O", "H", "H", "H", "H", "H"],
  "positions_angstrom": [[-0.27271, 0.95019, -0.66664], [-2.81150, 2.96203, 0.53689], [-2.09206, 2.15793, 0.69636], [-4.74236, -3.55279, -4.28643], [-7.61613, -0.12850, 0.72551], [0.58079, -3.57277, -7.90979], [4.07389, 4.08378, -0.97307], [2.99841, 0.36973, -0.16331], [1.48405, 1.66133, 4.13275], [-5.11248, 0.61078, -4.91316], [-7.65953, 0.85527, 0.25533], [1.94434, 0.23406, 1.50827], [-0.72331, -1.89518, -1.93475], [0.59980, 0.57372, 11.95719], [-5.51622, -1.73549, -6.28099], [1.50131, -0.92261, 12.19768], [3.47397, 2.37757, 0.61243], [3.18310, 1.38307, -0.52094], [0.19056, 2.72480, -1.66934], [-4.01911, -2.78228, -4.56263], [0.94747, -4.59854, -8.09523], [-3.44998, -2.50577, -3.67682], [-5.67839, 1.46110, -2.46195], [2.28577, 0.92149, 2.27526], [0.21979, 5.71970, -1.73704], [1.03464, -4.01851, 8.48033], [1.12953, -6.85101, -9.58863], [-0.02021, -2.64315, -3.94492], [0.69551, 2.11764, -0.91859], [3.88710, 1.15264, 9.66675], [3.17055, 0.47420, 2.75830], [-0.34697, -3.86148, -2.32144], [-6.54343, -1.43844, -6.06599], [-1.23038, 2.58247, 1.20538], [0.79581, 2.74317, -0.03689], [-1.68985, 1.52644, -0.64796], [-2.11845, 5.16641, -1.41569], [2.27993, 0.34871, 10.72092], [-3.93060, -0.41523, -3.61559], [0.74119, -4.00209, -11.19391], [4.27933, 0.60368, 11.30410], [-6.65129, 1.31134, -2.00127], [1.61028, -3.48183, 6.54007], [-3.33105, -3.19811, -5.30262], [1.91921, 0.92354, -2.17640], [4.10293, 1.33992, -1.10254], [3.59627, -4.15289, 6.43519], [0.65783, -0.65307, -3.90203], [-5.13962, -1.08700, -7.07287], [0.37508, -3.74277, -4.80321], [3.03400, -3.25493, 6.69582], [-0.01857, -1.28871, -4.47430], [1.38492, -4.78128, -9.35509], [2.51588, 2.25496, 1.73521], [0.30165, -1.31295, -5.51390], [1.89783, -6.08944, -9.72412], [0.95161, -2.81647, -9.89562], [3.52154, 1.09409, 10.68956], [0.95121, -5.45449, -7.23279], [1.47239, -1.20044, 3.43590], [-0.21242, 0.23530, -1.47772], [5.91688, 0.87898, 2.19706], [-7.70354, 1.60194, 1.04951], [4.87308, 2.25245, 1.04467], [4.66097, 0.16974, 1.21263], [6.49784, 0.62538, 0.23493], [-4.69347, -1.61428, -5.09200], [1.60064, 0.14278, 11.98828], [5.06457, 2.86265, 1.82341], [0.73974, -3.32014, 7.69194], [1.36176, -3.72039, -10.34071], [-8.55595, 0.92513, -0.35708], [-5.08288, 0.77657, 1.15889], [-0.28605, -3.80607, -5.66744], [2.06615, 1.77366, -1.49894], [2.41113, 2.59282, -2.12047], [-0.29057, -3.52577, 7.40833], [-2.10847, 6.79712, 0.51158], [-5.50211, -2.76835, -6.62111], [2.37087, -3.50540, -10.69746], [-0.38724, -2.81046, -2.65820], [3.36584, -2.45062, 6.03718], [-0.39287, 6.49573, 0.85401], [1.15649, -3.81858, 5.31883], [3.35646, 3.85421, 0.01738], [0.56841, 4.69558, -1.66881], [-7.26544, 2.19495, -2.18788], [-0.86184, 7.81223, -0.24037], [-1.05009, 5.88160, -1.03140], [-3.01532, 5.36491, -0.80016], [1.19683, 0.96993, 3.34065], [1.72451, -0.16234, 9.60720], [-2.59067, 1.42978, 1.33049], [0.06177, -3.95207, 5.28270], [3.36969, 2.10843, 11.06347], [-6.49634, 1.07052, -0.58020], [7.14433, -0.02665, 0.66305], [2.20884, -6.06968, -10.76560], [2.58324, 4.63820, 0.60613], [1.07063, -0.44213, 4.98522], [2.17435, 0.61590, 12.78129], [-1.01602, -0.85019, -4.41110], [-0.10465, 0.47633, 0.30083], [-4.45079, 1.18092, -0.73537], [3.23960, -2.98665, 7.73025], [2.89829, 2.80211, 2.49783], [-2.11988, 4.35291, -2.32444], [0.88031, -0.42324, 3.91147], [0.30432, 1.37776, 2.87481], [-5.26962, 1.01079, -0.01993], [6.08662, 0.16032, -0.56578], [-2.43741, 0.76728, -0.89272], [0.68363, -0.79260, 9.58370], [0.09496, 5.98317, -2.78979], [2.30842, 0.04681, 8.69473], [-1.10595, 6.79729, 0.08441], [5.43307, 0.93713, 1.21923], [-4.57698, -0.40291, -4.51034], [-0.17243, -0.66124, 3.78483], [0.80385, -2.30478, 8.07855], [-1.77374, 2.30122, -1.40536], [1.86203, -3.95332, 4.33781], [2.74840, -6.35496, -9.09614], [1.39965, -3.60542, -5.15169], [0.97033, 6.35544, -1.27906], [0.31812, -4.68173, -4.25803], [-7.12914, 0.44642, -2.46866]],
  "atomic_forces_ev_per_a": [[-0.254, 0.989, 0.046], [-0.074, 0.118, 0.034], [-0.060, -0.106, -0.348], [0.027, -0.026, 0.020], [-0.027, 0.002, 0.022], [0.005, -0.009, -0.010], [-0.054, -0.189, -0.134], [-0.009, -0.023, 0.189], [0.049, 0.090, 0.074], [-0.133, -0.080, -0.097], [0.122, -0.001, 0.004], [0.037, -0.034, -0.222], [-0.217, -0.271, 0.029], [-0.009, -0.007, 0.026], [0.039, 0.078, 0.064], [-0.014, 0.001, 0.025], [-0.223, 0.571, 0.079], [0.042, 0.175, -0.289], [0.000, 0.114, -0.122], [-0.065, 0.049, -0.095], [-0.001, 0.066, 0.092], [0.023, 0.020, 0.017], [-0.004, 0.022, -0.027], [-0.016, 0.274, 0.587], [-0.142, 0.045, -0.074], [-0.082, 0.011, 0.034], [0.015, -0.023, -0.008], [0.003, -0.095, -0.117], [-0.101, -0.160, -0.225], [-0.005, -0.002, -0.019], [0.134, -0.119, -0.134], [0.000, 0.008, -0.019], [-0.013, -0.003, -0.031], [0.125, 0.050, 0.102], [0.101, 0.113, 0.185], [-0.398, 0.109, 0.393], [0.210, -0.154, 0.097], [0.092, 0.047, 0.067], [-0.003, -0.001, -0.005], [-0.002, 0.041, -0.016], [0.033, 0.022, -0.016], [-0.201, -0.170, 0.175], [-0.032, -0.056, 0.120], [0.029, -0.028, 0.028], [0.073, -0.076, -0.100], [0.088, 0.021, -0.078], [0.028, 0.015, 0.003], [-0.013, 0.029, -0.008], [-0.023, -0.003, -0.023], [-0.055, 0.317, 0.143], [-0.038, 0.024, -0.075], [0.002, -0.037, 0.080], [0.002, 0.036, -0.111], [0.140, -0.850, -0.265], [0.004, -0.019, -0.010], [-0.029, 0.031, 0.084], [-0.005, 0.009, 0.017], [-0.105, -0.043, 0.089], [0.005, -0.087, -0.087], [0.055, -0.141, -0.011], [0.214, -0.263, 0.080], [0.017, -0.011, 0.110], [-0.026, -0.014, 0.017], [-0.170, -0.651, -0.126], [-0.100, -0.056, -0.072], [-0.168, -0.046, 0.212], [0.023, -0.128, 0.002], [-0.026, -0.020, -0.091], [0.052, 0.123, -0.072], [0.256, -0.009, -0.178], [0.040, -0.139, 0.019], [-0.001, 0.007, -0.023], [-0.056, -0.015, 0.027], [0.019, -0.085, -0.040], [-0.144, -0.420, 0.229], [0.159, 0.248, 0.087], [-0.002, -0.006, -0.045], [-0.010, -0.011, -0.010], [0.010, -0.019, 0.009], [-0.010, 0.039, -0.018], [0.078, 0.059, -0.029], [0.027, -0.004, 0.005], [0.008, 0.021, 0.005], [-0.086, 0.059, -0.151], [0.138, 0.208, 0.063], [0.067, -0.025, 0.035], [0.020, 0.008, -0.017], [-0.011, 0.014, 0.034], [0.037, 0.066, -0.065], [0.010, 0.031, -0.040], [-0.164, -0.256, -0.261], [-0.044, 0.015, -0.158], [0.139, -0.056, 0.234], [0.005, -0.011, 0.034], [0.038, 0.017, -0.018], [0.090, 0.176, -0.293], [0.010, -0.115, -0.109], [0.000, 0.017, -0.015], [-0.119, 0.077, 0.182], [0.106, -0.207, 0.078], [0.020, 0.012, -0.001], [0.006, 0.035, -0.011], [0.269, -0.380, -0.058], [-0.016, 0.062, 0.036], [-0.016, -0.001, 0.015], [-0.283, 0.457, -0.151], [-0.170, 0.179, -0.132], [-0.021, 0.444, 0.267], [-0.112, 0.212, -0.042], [-0.031, -0.130, 0.259], [0.082, 0.071, -0.100], [0.123, -0.224, -0.059], [0.046, 0.120, 0.204], [0.003, -0.014, 0.023], [0.000, -0.003, 0.009], [0.105, -0.057, 0.042], [0.430, 0.247, 0.140], [0.170, 0.147, 0.174], [-0.097, -0.143, -0.091], [-0.129, -0.088, 0.037], [0.033, -0.094, -0.242], [0.040, -0.085, 0.031], [0.006, -0.025, -0.011], [0.000, -0.080, -0.055], [0.036, -0.015, 0.079], [-0.003, -0.019, 0.013], [0.008, 0.067, -0.157]],
  "lowdin_charge": [-0.189, 0.055, -0.096, 0.088, 0.088, 0.129, -0.052, 0.094, 0.099, 0.012, -0.053, 0.098, 0.014, 0.093, -0.048, 0.091, -0.408, -0.129, 0.086, -0.055, -0.355, 0.080, 0.072, -0.264, -0.017, 0.089, 0.092, -0.190, -0.198, 0.084, 0.106, 0.134, 0.089, 0.065, 0.098, -0.254, -0.368, -0.199, 0.137, 0.088, 0.088, -0.058, -0.195, 0.084, 0.093, 0.109, 0.089, 0.087, 0.090, -0.071, -0.048, -0.028, -0.198, 0.026, 0.081, -0.042, 0.083, -0.058, 0.012, 0.060, 0.067, 0.104, 0.089, 0.028, 0.087, 0.003, -0.196, -0.043, 0.111, -0.051, -0.059, 0.080, 0.013, 0.066, -0.171, 0.099, 0.086, 0.076, 0.082, 0.090, -0.349, 0.091, 0.095, -0.368, -0.690, 0.067, 0.089, 0.084, -0.177, 0.127, -0.240, -0.341, 0.055, 0.133, 0.089, -0.197, 0.038, 0.084, -0.066, 0.053, 0.084, 0.085, 0.104, 0.117, 0.079, 0.108, -0.011, -0.106, 0.087, -0.339, 0.041, 0.079, 0.002, 0.090, 0.139, -0.063, -0.329, -0.352, 0.065, 0.052, 0.068, 0.005, 0.093, 0.090, 0.089, 0.087, 0.086],
  "homo_ev": -3.989,
  "lumo_energy_ev": 1.63,
  "orbital_gap_ha": 0.206,
  "spin_multiplicity": 1,
  "total_energy_ev": -68767.2298,
  "total_charge": -1,
  "largest_force_ev_per_a": 1.02
}